5 unconnected molecules or ions with the total composition C31H35FN5O2. Source: OMol25; level of theory: ωB97M-V/def2-TZVPD.

Computed properties:
- LUMO energy (eV) = -4.926
- 2S+1 = 1
- gap between HOMO and LUMO (eV) = 5.719
- net charge = +1
- E_HOMO (Ha) = -0.3912

```
74
Properties=species:S:1:pos:R:3:lowdin_charge:R:1
O 3.8948 -3.6722 1.1154 0.09
C 4.1775 -3.0254 0.0964 -0.31
F 4.5939 -3.6658 -1.0928 0.06
C 4.0996 -1.4315 0.1062 -0.04
C 2.8919 -0.8879 1.0060 -0.08
C 3.1759 0.3152 1.9265 0.04
N 2.1551 0.8966 2.7576 0.06
C 0.8182 0.3752 2.7537 0.06
C 0.3614 -0.8465 1.8768 -0.08
C -1.1766 -1.2583 1.9836 -0.15
C -1.5837 -2.5907 1.1907 -0.19
C -2.5128 -2.3318 -0.1092 -0.17
C -3.7725 -1.3798 0.1659 -0.21
O -3.4816 0.0086 -0.2358 -0.16
C 1.4365 -1.4986 0.9738 0.12
H 3.9910 -1.0548 -0.9827 0.15
H 5.0752 -0.9871 0.5000 0.14
H 4.2351 0.7563 1.9587 0.12
H 2.3670 1.7083 3.3537 0.17
H 0.0362 0.8998 3.4099 0.15
H -1.4093 -1.4563 3.0985 0.14
H -1.7900 -0.3280 1.6952 0.12
H -0.6815 -3.2077 0.8131 0.10
H -2.1808 -3.3289 1.8518 0.13
H -1.8651 -1.9342 -0.9609 0.12
H -2.9445 -3.3685 -0.3902 0.13
H -4.6935 -1.7200 -0.4315 0.13
H -4.0731 -1.3248 1.2823 0.14
H -2.7110 0.0298 -0.8418 0.09
H 1.1751 -2.3816 0.3082 0.12
N -6.0871 2.3492 -2.0385 0.05
C -6.4259 3.6396 -2.2020 -0.14
C -5.9940 4.6617 -1.3724 -0.07
C -5.1661 4.3374 -0.3075 -0.08
C -4.8013 3.0125 -0.1132 -0.07
C -5.2827 2.0630 -0.9999 -0.14
H -7.0770 3.8433 -3.0463 0.10
H -6.2973 5.6852 -1.5541 0.10
H -4.8083 5.1098 0.3648 0.10
H -4.1571 2.7238 0.7082 0.09
H -5.0227 1.0157 -0.8916 0.08
N -7.4531 1.5845 -7.8088 0.05
C -8.5120 1.6820 -6.9889 -0.15
C -8.4131 1.7883 -5.6106 -0.07
C -7.1474 1.7906 -5.0416 -0.09
C -6.0357 1.6891 -5.8658 -0.08
C -6.2404 1.5908 -7.2327 -0.16
H -9.4794 1.6725 -7.4806 0.10
H -9.3026 1.8669 -4.9977 0.10
H -7.0280 1.8707 -3.9659 0.05
H -5.0332 1.6871 -5.4555 0.10
H -5.4027 1.5130 -7.9188 0.10
N 6.6928 -7.6969 3.3885 0.06
C 7.0812 -6.9106 4.4051 -0.15
C 6.7597 -5.5665 4.5069 -0.08
C 5.9953 -4.9966 3.4988 -0.09
C 5.5818 -5.7857 2.4352 -0.08
C 5.9529 -7.1210 2.4278 -0.14
H 7.6792 -7.4011 5.1662 0.10
H 7.0986 -4.9803 5.3521 0.10
H 5.7239 -3.9469 3.5418 0.10
H 4.9864 -5.3750 1.6333 0.06
H 5.6512 -7.7800 1.6199 0.10
N 5.4184 2.8728 1.1588 0.03
C 6.6245 3.3976 1.4344 -0.14
C 6.8898 4.7569 1.4427 -0.06
C 5.8532 5.6300 1.1458 -0.06
C 4.5973 5.1157 0.8554 -0.07
C 4.4322 3.7412 0.8766 -0.17
H 7.4030 2.6754 1.6568 0.11
H 7.8815 5.1240 1.6748 0.11
H 6.0220 6.7012 1.1409 0.11
H 3.7662 5.7682 0.6188 0.11
H 3.4677 3.2912 0.6597 0.09
```

A molecular structure, C31H35GeN7O5PbS. Source: OMol25; level of theory: ωB97M-V/def2-TZVPD.

Computed properties:
- LUMO energy (eV) = -6.574
- 2S+1 = 1
- gap between HOMO and LUMO (eV) = 6.681
- net charge = +2
- E_HOMO (Ha) = -0.4871

```
81
Properties=species:S:1:pos:R:3:lowdin_charge:R:1
Pb 13.0215 13.4123 13.3237 1.37
O 10.1411 11.7290 17.5068 0.15
C 10.5705 12.5802 16.5727 -0.41
O 11.9493 12.5340 16.2937 0.08
C 9.6375 12.4873 15.3984 -0.14
C 8.2915 12.8414 15.5500 0.07
C 7.4469 12.5936 14.4669 0.01
C 7.9931 12.0127 13.2970 0.04
C 9.3469 11.6594 13.2864 -0.18
N 10.1663 11.9760 14.2983 0.19
C 9.9392 10.8233 12.2241 -0.32
O 9.1958 10.0570 11.4252 0.19
O 11.1962 10.7984 12.0827 -0.10
H 10.7020 11.7869 18.3079 0.14
H 7.9282 13.2536 16.5183 0.16
H 6.3563 12.7545 14.5099 0.14
H 7.3273 11.7480 12.4811 0.13
H 8.3245 10.0126 11.8033 0.13
N 16.4194 14.8092 12.6429 0.09
C 17.3354 13.8131 13.1904 -0.20
C 18.6571 14.1548 12.9965 -0.02
C 19.6747 13.3400 13.4608 -0.04
C 19.3707 12.1280 14.0319 -0.05
C 18.0626 11.7452 14.2148 -0.10
C 17.0433 12.6139 13.8524 -0.43
S 15.4376 12.0286 14.2805 0.90
N 14.5850 13.3458 14.8298 -0.59
C 15.1307 14.7802 12.5631 -0.10
C 14.3584 16.0425 12.2788 -0.31
C 14.8542 17.1308 11.5680 0.01
C 13.9478 18.1577 11.3620 -0.04
C 12.6558 18.1201 11.8423 -0.01
C 12.2533 16.9876 12.5735 -0.09
N 13.1130 16.0030 12.7034 -0.02
H 16.8820 15.7334 12.5420 0.16
H 18.8995 15.1409 12.5599 0.13
H 20.6851 13.6746 13.3630 0.12
H 20.1290 11.4067 14.3114 0.12
H 17.7777 10.7913 14.6499 0.11
H 15.8811 17.3500 11.3090 0.12
H 14.3439 18.9452 10.7616 0.12
H 11.9622 18.9517 11.6931 0.12
H 11.2658 16.9563 13.0099 0.12
N 11.5471 16.1152 16.9831 0.22
C 11.8016 14.9933 16.2623 -0.41
O 12.0618 15.0561 15.0733 -0.07
C 11.5107 13.6338 16.9609 -0.32
C 14.4559 13.4531 16.1665 -0.43
N 14.3214 13.7789 17.2780 0.19
C 11.5969 13.8109 18.3908 -0.15
N 11.2851 14.0097 19.4792 0.25
H 11.5211 16.1069 17.9913 0.11
H 11.6118 17.0314 16.5057 0.15
C 12.5324 7.7897 7.9485 -0.10
C 11.8976 8.9793 7.1870 -0.25
C 12.2854 10.3634 7.7695 -0.22
C 11.4940 10.4609 9.1234 -0.30
Ge 12.1590 9.7292 10.7491 1.01
C 13.9152 10.3615 11.2545 -0.33
C 14.9664 9.5499 10.4726 -0.28
C 16.4262 9.9605 10.8358 -0.22
C 16.7959 11.2179 10.0082 -0.10
H 12.1906 6.8552 7.4794 0.08
H 12.2831 7.6915 9.0378 0.04
H 13.6204 7.7490 7.8479 0.08
H 10.7962 8.9539 7.1925 0.11
H 12.2460 8.8495 6.1793 0.10
H 11.8939 11.1020 7.0455 0.12
H 13.3649 10.4888 7.9869 0.10
H 10.5167 10.0179 8.9665 0.06
H 11.3816 11.5151 9.3844 0.08
H 11.7973 8.3950 11.3211 0.02
H 14.0642 10.3902 12.3340 0.03
H 13.9105 11.4345 10.9039 0.07
H 14.8519 9.7319 9.3481 0.11
H 14.8336 8.5015 10.6996 0.10
H 17.0816 9.0616 10.7176 0.13
H 16.3742 10.2985 11.8705 0.07
H 17.0694 11.0438 8.9433 0.09
H 17.6263 11.7126 10.4367 0.04
H 15.9438 11.9114 9.9447 0.06
```

A molecular structure, C31H35N11Pd. Source: OMol25; level of theory: ωB97M-V/def2-TZVPD.

Computed properties:
- ⟨S²⟩ = 2.00
- LUMO energy (alpha / beta) (eV) = -5.754 / -6.732
- 2S+1 = 3
- gap between HOMO and LUMO (alpha / beta) (eV) = 7.795 / 6.820
- net charge = +2
- E_HOMO (alpha / beta) (Ha) = -0.4979 / -0.4980

```
78
Properties=species:S:1:pos:R:3:mulliken_spin:R:1
Pd 0.0710 1.1132 0.3384 1.43
C 1.4662 4.9944 2.2430 0.00
C 0.5265 5.8896 1.7701 0.00
C -0.5472 5.4134 1.0300 0.00
C -0.6459 4.0561 0.7816 0.05
N 0.2814 3.1887 1.2257 0.08
C 1.3043 3.6515 1.9416 0.01
C -1.7845 3.4747 0.0101 -0.04
C -2.9393 4.1729 -0.3087 0.01
C -3.9435 3.5067 -0.9951 0.00
C -3.7961 2.1696 -1.3289 0.00
C -2.6217 1.5236 -0.9734 -0.02
N -1.6553 2.1949 -0.3389 0.09
C -2.3510 0.0694 -1.2259 0.03
C -3.2517 -0.7533 -1.8798 0.01
C -2.9352 -2.0936 -2.0590 0.00
C -1.7246 -2.5724 -1.5881 0.00
C -0.8733 -1.6877 -0.9444 0.00
N -1.1804 -0.4051 -0.7642 0.09
H 2.3116 5.3171 2.8333 0.00
H 0.6178 6.9482 1.9722 0.00
H -1.2863 6.1029 0.6495 0.00
H 2.0099 2.9152 2.3032 0.00
H -3.0776 5.2034 -0.0182 0.00
H -4.8544 4.0287 -1.2553 0.00
H -4.5912 1.6541 -1.8461 0.00
H -4.1907 -0.3679 -2.2491 0.00
H -3.6291 -2.7509 -2.5650 0.00
H -1.4349 -3.6070 -1.7100 0.00
H 0.0847 -2.0119 -0.5555 0.00
C -0.6982 -0.6018 3.1408 0.04
C 0.4260 -1.1566 2.3403 0.00
N 1.0886 -0.5064 1.4017 0.07
C 2.0297 -1.3797 0.8925 0.00
C 1.9216 -2.5697 1.5290 0.00
N 0.9001 -2.4195 2.4445 0.00
C 0.3009 -3.5149 3.1955 0.00
N -0.4442 -4.3660 2.3192 0.00
N 0.2678 -5.1896 1.4981 0.00
N -0.4917 -5.6579 0.5947 0.00
C -1.7619 -5.1352 0.7765 0.00
C -2.9339 -5.3605 0.0515 0.00
C -4.0595 -4.6843 0.4582 0.00
C -4.0305 -3.8209 1.5758 0.00
C -2.8831 -3.6096 2.3086 0.00
C -1.7376 -4.2840 1.8726 0.00
H -0.8425 0.4456 2.8730 -0.02
H -0.4937 -0.6403 4.2119 0.00
H -1.6283 -1.1351 2.9445 0.00
H 2.6886 -1.0903 0.0919 0.01
H 2.4426 -3.5039 1.4075 0.00
H -0.3498 -3.1117 3.9670 0.00
H 1.0885 -4.1040 3.6589 0.00
H -2.9485 -6.0518 -0.7803 0.00
H -4.9956 -4.8360 -0.0615 0.00
H -4.9458 -3.3328 1.8840 0.00
H -2.8939 -2.9888 3.1947 0.00
C 3.7636 1.4178 0.3815 0.00
N 3.6633 0.8427 -0.9494 0.00
C 4.7589 -0.0236 -1.3537 0.00
C 2.6289 1.1710 -1.7705 0.00
N 1.4528 1.4789 -1.2785 0.19
N 2.8487 1.1351 -3.1119 0.01
C 1.7197 1.0255 -4.0198 0.00
C 4.0499 1.7254 -3.6985 0.00
H 4.5309 2.1969 0.4140 0.00
H 4.0349 0.6492 1.1067 0.00
H 2.8103 1.8503 0.6557 0.00
H 4.9207 -0.7748 -0.5782 0.00
H 5.6942 0.5276 -1.4759 0.00
H 4.5140 -0.5284 -2.2828 0.00
H 0.8634 1.9449 -1.9566 -0.01
H 0.9784 0.3383 -3.6149 0.00
H 2.0757 0.6284 -4.9690 0.00
H 1.2489 1.9948 -4.2197 0.00
H 4.7372 2.0446 -2.9227 0.00
H 3.7728 2.6043 -4.2846 0.00
H 4.5573 1.0182 -4.3552 0.00
```

Across the entries above, ΔE to the lowest compared entry with this formula, charge and spin takes the values 330.1; 442.1; 0.0 kJ/mol, respectively.
Across the entries above, electronic energy takes the values -46965.950; -125964.788; -52573.501 eV, respectively.